Entry 1:
Molecular formula: C12H19OS6SbTc
Method: DFT, the ωB97M-V functional and the def2-TZVPD basis

XYZ file:
```
40
Properties=species:S:1:pos:R:3:nbo_charge:R:1
Tc -0.027 0.185 1.117 0.32
S -10.320 -0.097 -8.818 -0.22
Sb -11.271 -1.003 -7.139 1.44
S -1.651 -0.126 -0.066 0.27
S 0.060 2.091 1.812 0.26
S -12.229 -1.963 -5.494 -0.22
S -0.419 -1.101 2.854 0.51
C 0.386 -0.587 4.276 -0.30
C 1.613 0.107 4.281 -0.11
C 2.190 0.426 5.488 -0.22
C 1.562 0.056 6.680 -0.07
C 0.358 -0.647 6.677 -0.19
C -0.236 -0.980 5.480 -0.14
H 2.113 0.346 3.351 0.21
H 3.137 0.946 5.517 0.25
H 2.028 0.307 7.624 0.26
H -0.108 -0.933 7.610 0.26
H -1.169 -1.528 5.457 0.25
C 4.023 2.581 -2.097 -0.62
C 4.646 1.245 -1.711 -0.42
C 3.951 0.557 -0.531 -0.56
S 2.298 0.034 -1.010 1.18
O 1.664 -0.451 0.382 -0.87
C 2.571 -1.521 -1.894 -0.56
C 2.651 -2.784 -1.041 -0.41
C 3.839 -2.881 -0.094 -0.62
H 4.594 3.042 -2.901 0.26
H 4.027 3.272 -1.253 0.22
H 2.996 2.476 -2.450 0.20
H 5.681 1.387 -1.398 0.26
H 4.692 0.571 -2.570 0.22
H 3.782 1.262 0.287 0.25
H 4.485 -0.316 -0.162 0.27
H 3.490 -1.338 -2.458 0.26
H 1.748 -1.574 -2.607 0.26
H 2.691 -3.599 -1.766 0.25
H 1.713 -2.913 -0.499 0.22
H 4.783 -2.704 -0.614 0.22
H 3.890 -3.882 0.330 0.25
H 3.760 -2.183 0.741 0.20
```

For the LUMO energy, the calculation gives -10.703 eV. Its multiplicity is 1. The HOMO energy is -16.68 eV. As for the gap between HOMO and LUMO: 5.981 eV. The value obtained for the relative energy (zero: lowest compared OMol25 entry of this formula, charge and spin) is 0.0 kcal per mole. As for the charge: +3.

Entry 2:
Molecular formula: C12H20AsBF6MgO12
Method: DFT, the ωB97M-V functional and the def2-TZVPD basis

XYZ file:
```
53
Properties=species:S:1:pos:R:3:nbo_charge:R:1
Mg -2.647 3.356 -19.682 1.78
O -1.094 3.898 -18.589 -0.74
C -0.158 4.596 -18.263 0.76
O 0.293 5.603 -18.940 -0.62
B 1.354 6.298 -18.142 1.16
O 1.458 5.488 -16.904 -0.62
C 0.616 4.479 -16.936 0.69
O 0.424 3.624 -16.125 -0.54
O 0.945 7.673 -17.883 -0.67
C 1.900 8.512 -18.292 0.68
O 1.868 9.699 -18.222 -0.53
C 3.022 7.646 -18.922 0.68
O 2.617 6.372 -18.854 -0.66
O 4.045 8.040 -19.380 -0.52
As -0.190 0.871 -20.966 2.86
F 1.094 -0.078 -21.499 -0.60
F 0.818 2.149 -20.425 -0.62
F -1.595 1.887 -20.414 -0.73
F -1.372 -0.265 -21.450 -0.62
F -0.186 0.194 -19.399 -0.62
F -0.352 1.670 -22.492 -0.63
C -2.678 1.590 -17.227 -0.27
O -3.386 2.159 -18.335 -0.64
C -4.474 1.350 -18.773 -0.08
C -5.082 1.951 -20.061 -0.09
O -4.047 2.637 -20.780 -0.64
C -4.340 2.756 -22.171 -0.25
H -1.865 2.258 -16.959 0.25
H -2.276 0.612 -17.497 0.21
H -3.351 1.476 -16.371 0.18
H -5.255 1.365 -18.005 0.19
H -4.149 0.323 -18.940 0.21
H -5.847 2.686 -19.810 0.18
H -5.421 1.130 -20.687 0.21
H -4.303 1.767 -22.633 0.21
H -3.537 3.331 -22.625 0.22
H -5.304 3.240 -22.324 0.18
C -4.746 4.942 -17.923 -0.25
O -3.716 4.892 -18.918 -0.62
C -3.879 5.918 -19.885 -0.10
C -2.605 6.077 -20.692 -0.09
O -2.125 4.776 -21.026 -0.64
C -1.009 4.821 -21.927 -0.27
H -4.694 4.044 -17.322 0.21
H -5.725 5.038 -18.404 0.18
H -4.600 5.825 -17.298 0.20
H -4.114 6.882 -19.412 0.21
H -4.764 5.732 -20.512 0.18
H -1.845 6.628 -20.137 0.22
H -2.868 6.607 -21.612 0.20
H -0.536 3.845 -21.953 0.25
H -0.283 5.570 -21.611 0.21
H -1.349 5.069 -22.938 0.18
```

For the LUMO energy, the calculation gives -0.754 eV. Its multiplicity is 1. The HOMO energy is -9.56 eV. As for the gap between HOMO and LUMO: 8.808 eV. The value obtained for the relative energy (zero: lowest compared OMol25 entry of this formula, charge and spin) is 0.0 kcal per mole.

Entry 3:
Molecular formula: C12H20AsMnNSbSe4
Method: DFT, the ωB97M-V functional and the def2-TZVPD basis

XYZ file:
```
40
Properties=species:S:1:pos:R:3:nbo_charge:R:1
Mn -0.618 -0.279 0.893 -0.23
Se -1.713 0.806 -3.649 -0.17
Sb -1.829 -1.018 -2.285 1.01
Se 0.747 -0.542 -0.666 0.18
Se -2.523 0.369 0.297 0.14
Se -2.239 -3.200 -1.772 -0.21
N -0.661 -1.508 1.926 -0.21
C -0.609 -2.547 2.753 0.07
C 0.539 -3.380 2.767 -0.13
C 0.589 -4.426 3.654 -0.21
C -0.494 -4.645 4.515 -0.05
C -1.641 -3.843 4.496 -0.22
C -1.711 -2.793 3.614 -0.12
H 1.346 -3.180 2.074 0.24
H 1.449 -5.080 3.689 0.26
H -0.444 -5.467 5.218 0.25
H -2.462 -4.055 5.166 0.26
H -2.581 -2.152 3.554 0.24
C -2.054 2.369 3.568 -0.62
C -0.892 1.466 3.959 -0.72
As 0.350 1.142 2.512 1.33
C 1.942 0.282 3.223 -0.71
C 1.883 -0.019 4.717 -0.62
C 0.889 2.856 1.825 -0.72
C 1.394 3.756 2.953 -0.63
H -2.743 2.455 4.408 0.26
H -2.618 1.973 2.724 0.21
H -1.721 3.374 3.313 0.22
H -1.225 0.489 4.310 0.24
H -0.292 1.913 4.753 0.26
H 2.766 0.955 2.979 0.25
H 2.085 -0.625 2.639 0.24
H 1.761 0.881 5.318 0.22
H 2.819 -0.487 5.022 0.25
H 1.073 -0.706 4.965 0.21
H 0.040 3.290 1.300 0.25
H 1.665 2.647 1.087 0.25
H 0.595 4.033 3.640 0.22
H 1.793 4.675 2.527 0.26
H 2.198 3.292 3.527 0.22
```

For the LUMO energy (alpha / beta), the calculation gives -9.077 / -9.074 eV. Its multiplicity is 1. The HOMO energy (alpha / beta) is -14.90 / -14.90 eV. As for the gap between HOMO and LUMO (alpha / beta): 5.820 / 5.823 eV. The value obtained for the relative energy (zero: lowest compared OMol25 entry of this formula, charge and spin) is 12.4 kcal per mole. As for the charge: +2.

Entry 4:
Molecular formula: C12H20BClF3N4O9PS
Method: DFT, the ωB97M-V functional and the def2-TZVPD basis

XYZ file:
```
52
Properties=species:S:1:pos:R:3:nbo_charge:R:1
N -0.504 1.161 2.978 -1.18
P 0.759 1.775 2.042 1.21
O 1.966 1.917 3.127 -0.97
C 1.332 0.364 0.893 -0.14
C 0.436 -0.873 1.122 -0.43
C 0.646 -1.589 2.459 -0.41
C 1.137 -3.060 2.483 -0.43
C 1.601 -3.738 1.195 -0.63
S 3.343 -4.238 1.167 2.09
O 3.667 -4.486 -0.195 -0.90
O 3.464 -5.381 1.999 -0.89
Cl 4.476 -2.696 1.886 -0.23
C 2.788 0.015 1.102 -0.25
N 3.753 1.083 0.837 -0.62
C 3.359 2.174 -0.060 -0.25
C 1.987 2.081 -0.752 -0.25
N 1.257 0.786 -0.565 -0.44
C -0.134 0.849 -1.084 0.81
O -0.540 -0.125 -1.652 -0.48
N -0.890 1.984 -0.880 -0.69
C -2.059 1.948 -1.753 0.95
O -3.179 1.882 -1.359 -0.40
F -1.722 2.054 -3.011 -0.28
H -1.372 1.565 2.666 0.41
H -0.374 1.341 3.963 0.42
H 2.419 2.740 2.945 0.51
H -0.573 -0.480 1.120 0.24
H 0.505 -1.481 0.224 0.22
H -0.288 -1.545 2.991 0.25
H 1.311 -0.995 3.070 0.21
H 1.942 -3.141 3.202 0.23
H 0.353 -3.665 2.909 0.24
H 1.118 -4.698 1.101 0.28
H 1.434 -3.217 0.263 0.24
H 3.000 -0.822 0.421 0.17
H 2.972 -0.377 2.086 0.25
H 4.602 0.699 0.464 0.38
H 4.102 2.336 -0.825 0.22
H 3.356 3.096 0.514 0.20
H 2.122 2.203 -1.820 0.24
H 1.392 2.919 -0.449 0.24
H 1.776 0.070 -1.073 0.46
H -0.400 2.845 -1.113 0.41
B -5.413 1.585 -3.727 1.25
O -5.535 0.302 -2.976 -0.67
C -6.607 -0.342 -3.403 0.67
O -6.985 -1.407 -3.000 -0.58
C -7.276 0.499 -4.492 0.67
O -8.271 0.206 -5.091 -0.57
O -6.570 1.603 -4.661 -0.66
F -4.211 1.611 -4.433 -0.56
F -5.474 2.665 -2.852 -0.55
```

For the LUMO energy, the calculation gives -1.464 eV. Its multiplicity is 1. The HOMO energy is -7.87 eV. As for the gap between HOMO and LUMO: 6.402 eV.

Entry 5:
Molecular formula: C12H20BrF3NO4
Method: DFT, the ωB97M-V functional and the def2-TZVPD basis

XYZ file:
```
41
Properties=species:S:1:pos:R:3:nbo_charge:R:1
C 6.298 0.490 -1.539 -0.61
C 5.188 1.474 -1.918 -0.40
C 3.796 0.898 -1.654 -0.24
N 2.762 1.665 -2.330 -0.63
C 1.543 1.969 -1.575 -0.16
C 0.826 0.720 -1.010 -0.45
C -0.443 0.274 -1.725 -0.19
C -0.977 -1.065 -1.200 -0.64
Br -0.168 0.161 -3.673 -0.09
C 1.818 2.985 -0.415 0.76
O 1.300 4.106 -0.544 -0.76
O 2.567 2.552 0.505 -0.81
H 7.238 1.002 -1.318 0.20
H 6.495 -0.216 -2.350 0.19
H 6.027 -0.085 -0.649 0.20
H 5.291 2.406 -1.361 0.21
H 5.250 1.719 -2.983 0.18
H 3.595 0.936 -0.582 0.25
H 3.798 -0.164 -1.959 0.14
H 2.518 1.245 -3.216 0.35
H 0.872 2.472 -2.273 0.20
H 0.521 0.953 0.017 0.24
H 1.508 -0.133 -0.942 0.20
H -1.202 1.040 -1.581 0.21
H -0.259 -1.515 -0.513 0.21
H -1.917 -0.919 -0.667 0.22
H -1.161 -1.778 -2.003 0.22
C -6.556 -1.839 2.500 -0.64
C -5.644 -1.021 3.387 -0.08
O -4.353 -1.651 3.539 -0.48
C -3.506 -1.472 2.533 0.69
O -3.696 -0.853 1.530 -0.54
C -2.159 -2.164 2.854 0.90
F -2.354 -3.416 3.291 -0.32
F -1.521 -1.482 3.811 -0.31
F -1.397 -2.205 1.773 -0.29
H -6.659 -2.852 2.890 0.21
H -7.542 -1.377 2.466 0.22
H -6.167 -1.893 1.485 0.23
H -6.030 -0.954 4.402 0.19
H -5.499 -0.014 2.997 0.20
```

For the LUMO energy, the calculation gives 2.182 eV. Its multiplicity is 1. The HOMO energy is -3.96 eV. As for the gap between HOMO and LUMO: 6.140 eV. As for the charge: -1.

Entry 6:
Molecular formula: C12H20ClF10N2O14S4Y
Method: DFT, the ωB97M-V functional and the def2-TZVPD basis

XYZ file:
```
64
Properties=species:S:1:pos:R:3:nbo_charge:R:1
Y -23.192 -17.663 -17.404 1.36
C -27.714 -19.523 -23.504 0.26
O -28.347 -18.483 -24.309 -0.55
O -27.355 -18.892 -22.258 -0.49
C -28.743 -20.761 -23.235 0.95
F -29.726 -20.495 -22.409 -0.32
F -29.356 -20.988 -24.305 -0.31
F -28.103 -21.900 -22.885 -0.33
C -28.485 -18.628 -25.755 -0.08
C -29.720 -17.787 -26.213 -0.62
H -29.924 -17.898 -27.278 0.20
H -30.718 -18.056 -25.867 0.21
H -29.688 -16.716 -26.013 0.21
H -28.970 -19.554 -26.062 0.18
H -27.534 -18.461 -26.260 0.18
H -26.919 -19.930 -24.127 0.17
C -27.401 -14.911 -13.265 0.26
O -27.212 -16.165 -12.579 -0.54
O -26.967 -15.247 -14.553 -0.53
C -28.918 -14.405 -13.220 0.93
F -29.271 -13.695 -12.155 -0.34
F -29.071 -13.527 -14.211 -0.33
F -29.909 -15.272 -13.383 -0.32
C -27.383 -16.294 -11.164 -0.08
C -27.204 -17.732 -10.653 -0.62
H -27.921 -18.436 -11.076 0.21
H -26.157 -18.012 -10.763 0.22
H -27.458 -17.747 -9.593 0.20
H -28.318 -15.926 -10.742 0.15
H -26.817 -15.617 -10.524 0.16
H -26.715 -14.221 -12.773 0.19
Cl -20.570 -21.658 -18.765 -0.59
N -20.977 -14.875 -20.621 -1.02
S -21.327 -14.070 -21.821 2.34
O -21.582 -14.697 -23.158 -0.90
O -20.995 -12.704 -21.850 -0.90
F -22.895 -13.866 -21.247 -0.58
S -19.364 -14.820 -21.207 2.31
O -18.557 -13.637 -21.228 -0.86
O -19.104 -15.933 -22.115 -0.88
F -18.958 -15.351 -19.796 -0.51
N -20.488 -16.162 -13.780 -1.12
S -19.922 -14.775 -13.235 2.40
O -18.508 -14.790 -12.937 -0.92
O -20.777 -14.106 -12.219 -0.94
F -20.182 -13.832 -14.498 -0.50
S -19.925 -17.064 -12.383 2.40
O -20.306 -16.615 -11.066 -0.91
O -18.609 -17.598 -12.538 -0.91
F -20.924 -18.267 -12.553 -0.51
O -26.212 -22.126 -15.603 -0.63
C -27.234 -22.744 -15.324 0.80
O -27.222 -23.991 -15.077 -0.51
C -26.075 -24.844 -15.019 -0.07
C -25.951 -25.661 -16.358 -0.63
C -28.598 -22.130 -15.577 -0.70
H -26.106 -25.530 -14.172 0.19
H -25.152 -24.314 -14.783 0.21
H -25.930 -25.094 -17.288 0.23
H -26.825 -26.300 -16.482 0.20
H -25.102 -26.338 -16.263 0.21
H -28.510 -21.082 -15.865 0.25
H -29.095 -22.196 -14.609 0.22
H -29.098 -22.847 -16.229 0.23
```

For the LUMO energy, the calculation gives -3.055 eV. Its multiplicity is 1. The HOMO energy is -4.81 eV. As for the gap between HOMO and LUMO: 1.751 eV. The value obtained for the relative energy (zero: lowest compared OMol25 entry of this formula, charge and spin) is 425.1 kcal per mole. As for the charge: -2.

Here are the calculated energy numbers, same order: -88518.876 -120614.386 -374320.559 -78634.185 -100645.498 -128478.167 (eV).